Entry 1:
Here is a cluster of 5 separate species, H10O5 in total from the OMol25 dataset. Energies are from ωB97M-V/def2-TZVPD.

Computed properties:
Gap between HOMO and LUMO   11.585 eV
Highest occupied orbital energy   -0.432 hartree
Largest force on an atom   0.296 eV Å⁻¹
Multiplicity   1
Energy   -10399.1853 eV
SMILES   O.O.O.O.O
Charge   0
LUMO level   -0.2 eV

```
15
H10O5 ωB97M-V/def2-TZVPD
H 0.27 -0.41 -0.15
H -0.90 -1.15 0.48
H 2.06 -2.42 -0.82
H 3.42 -1.75 -0.94
H 3.62 0.34 0.26
H 2.71 1.53 0.53
H -5.12 -1.69 0.69
H -6.22 -0.73 0.27
H 0.40 3.44 -0.30
H -0.75 2.54 -0.73
O -0.06 -0.73 0.70
O 2.98 -2.52 -0.56
O 3.43 1.02 0.92
O -5.29 -0.92 0.13
O -0.54 3.45 -0.48
```

Entry 2:
Here is a cluster of 10 separate species, C24H63ClN2O10 in total at a distorted geometry from the OMol25 dataset. Energies are from ωB97M-V/def2-TZVPD.

Computed properties:
Gap between HOMO and LUMO   10.033 eV
Highest occupied orbital energy   -0.358 hartree
Largest force on an atom   3.411 eV Å⁻¹
Multiplicity   1
Energy   -61883.6237 eV
SMILES   [H]/N=C/C[C@@H]1C(=O)NC[C@H]1Cl.CCO.CCO.CCO.CCO.CCO.CCO.CCO.CCO.CCO
Charge   0
LUMO level   0.3 eV

```
100
C24H63ClN2O10 ωB97M-V/def2-TZVPD
N 3.12 0.78 2.18
C 2.02 0.24 2.61
C 1.52 -1.16 2.04
C 0.09 -0.86 1.32
C -0.02 0.57 0.62
O 0.47 0.96 -0.45
N -0.85 1.52 1.39
C -1.31 0.97 2.69
C -0.84 -0.56 2.61
Cl -2.36 -1.63 2.50
H 3.19 1.67 2.71
H 1.41 0.80 3.39
H 1.37 -1.97 2.82
H 2.24 -1.45 1.21
H -0.26 -1.65 0.58
H -0.10 2.18 1.70
H -0.80 1.62 3.48
H -2.41 0.96 2.94
H -0.32 -0.79 3.60
C -4.36 -3.71 -1.18
C -2.89 -4.08 -1.12
O -2.16 -3.11 -0.37
H -4.48 -2.73 -1.64
H -4.92 -4.45 -1.76
H -4.78 -3.65 -0.17
H -2.46 -4.12 -2.12
H -2.75 -5.06 -0.65
H -2.54 -3.09 0.52
C -3.94 0.93 -1.00
C -3.23 0.57 -2.30
O -2.29 1.58 -2.64
H -4.46 1.89 -1.10
H -4.67 0.16 -0.73
H -3.22 1.03 -0.19
H -3.95 0.48 -3.11
H -2.71 -0.39 -2.20
H -1.65 1.64 -1.91
C 1.81 5.69 0.44
C 1.54 4.23 0.71
O 0.32 4.07 1.42
H 1.86 6.25 1.38
H 2.74 5.83 -0.11
H 0.99 6.13 -0.15
H 2.34 3.80 1.31
H 1.48 3.66 -0.23
H -0.39 4.44 0.88
C 6.89 1.52 -0.85
C 6.33 2.20 0.38
O 4.98 2.59 0.16
H 6.84 2.19 -1.71
H 7.92 1.22 -0.69
H 6.30 0.63 -1.10
H 6.90 3.10 0.62
H 6.36 1.53 1.25
H 4.47 1.79 -0.03
C -3.32 7.02 2.52
C -3.07 6.65 1.08
O -2.15 5.56 1.00
H -2.39 7.30 3.02
H -4.02 7.86 2.60
H -3.73 6.17 3.08
H -2.64 7.49 0.53
H -4.00 6.36 0.58
H -2.54 4.82 1.47
C -3.07 -4.75 5.31
C -1.67 -4.90 5.87
O -0.71 -4.56 4.88
H -3.21 -5.38 4.44
H -3.82 -5.01 6.06
H -3.24 -3.72 4.99
H -1.49 -5.94 6.17
H -1.52 -4.26 6.74
H -0.87 -3.64 4.62
C -4.02 2.59 -6.80
C -4.07 1.08 -6.79
O -2.98 0.54 -6.06
H -3.08 2.94 -7.24
H -4.85 3.01 -7.36
H -4.05 2.98 -5.77
H -4.02 0.69 -7.81
H -5.01 0.72 -6.34
H -3.04 0.88 -5.16
C 0.23 -5.41 -0.28
C 1.73 -5.53 -0.07
O 2.15 -4.63 0.95
H -0.04 -4.39 -0.55
H -0.11 -6.09 -1.07
H -0.31 -5.65 0.64
H 2.26 -5.27 -0.99
H 2.00 -6.55 0.21
H 1.69 -4.87 1.76
C 5.78 -2.29 -3.44
C 7.20 -2.32 -2.92
O 7.22 -2.06 -1.52
H 5.33 -1.31 -3.25
H 5.76 -2.48 -4.52
H 5.16 -3.03 -2.94
H 7.81 -1.56 -3.41
H 7.66 -3.30 -3.09
H 6.68 -2.74 -1.09
```

Entry 3:
Here is an isolated molecule of C4H8Se2 at a distorted geometry from the OMol25 dataset. Energies are from ωB97M-V/def2-TZVPD.

Computed properties:
Gap between HOMO and LUMO   8.977 eV
Highest occupied orbital energy   -0.320 hartree
Largest force on an atom   3.486 eV Å⁻¹
Multiplicity   1
Energy   -134967.8804 eV
SMILES   [SeH]C/C=C/C[SeH]
Charge   0
LUMO level   0.3 eV

```
14
C4H8Se2 ωB97M-V/def2-TZVPD
C -0.42 -0.66 -0.50
C 0.52 -0.56 0.49
C -1.81 -0.46 -0.19
C 2.01 -0.51 0.19
Se -2.32 1.54 -0.38
Se 2.51 1.38 -0.44
H -0.28 -0.61 -1.58
H 0.05 -0.25 1.43
H -2.55 -1.01 -0.86
H -2.17 -0.81 0.77
H 2.50 -0.53 1.29
H 2.37 -1.21 -0.63
H -1.48 2.02 0.88
H 1.08 1.69 -0.47
```

Entry 4:
Here is a structure of composition C31H42FMgOSSi at a distorted geometry from the OMol25 dataset. Energies are from ωB97M-V/def2-TZVPD.

Computed properties:
Gap between HOMO and LUMO   6.130 eV
Highest occupied orbital energy   -0.135 hartree
Largest force on an atom   2.906 eV Å⁻¹
Multiplicity   1
Energy   -61752.6158 eV
Charge   -1
LUMO level   2.5 eV

```
78
C31H42FMgOSSi ωB97M-V/def2-TZVPD
Mg -18.98 -10.28 0.03
C -18.28 -14.19 -0.39
Si -19.34 -12.72 -1.06
C -21.16 -13.31 -0.54
C -21.05 -13.55 1.00
C -21.70 -14.59 -1.19
C -22.15 -12.16 -0.73
C -18.95 -12.64 -2.97
C -17.68 -11.87 -3.11
C -20.07 -11.78 -3.70
C -18.75 -14.02 -3.66
H -18.61 -15.23 -0.65
H -18.22 -14.10 0.69
H -17.25 -13.93 -0.78
H -20.24 -14.28 1.17
H -21.98 -13.89 1.45
H -20.73 -12.62 1.49
H -20.87 -15.38 -1.19
H -21.95 -14.40 -2.22
H -22.61 -14.90 -0.71
H -21.62 -11.33 -0.21
H -23.01 -12.44 -0.14
H -22.41 -11.87 -1.74
H -17.82 -10.82 -2.70
H -17.37 -11.87 -4.19
H -16.92 -12.25 -2.47
H -20.20 -10.84 -3.11
H -21.06 -12.24 -3.76
H -19.60 -11.68 -4.71
H -17.95 -14.63 -3.27
H -18.55 -13.74 -4.66
H -19.71 -14.52 -3.49
C -14.82 -4.72 -2.35
C -16.09 -4.90 -2.79
C -16.84 -5.99 -2.36
C -16.31 -6.96 -1.49
C -14.98 -6.83 -1.13
C -14.25 -5.69 -1.52
C -17.16 -8.15 -1.20
C -17.11 -9.16 -0.31
C -16.18 -9.27 0.83
C -16.42 -8.73 2.05
C -15.59 -9.03 3.12
C -14.42 -9.74 2.91
C -14.14 -10.24 1.64
C -15.04 -10.03 0.59
H -14.27 -3.77 -2.53
H -16.49 -4.17 -3.53
H -17.81 -6.25 -2.81
H -14.46 -7.62 -0.52
H -13.21 -5.65 -1.17
H -18.05 -8.10 -1.82
H -17.25 -8.04 2.27
H -15.75 -8.46 4.03
H -13.69 -9.78 3.71
H -13.20 -10.83 1.49
H -14.78 -10.35 -0.45
C -18.05 -4.27 2.97
C -18.91 -5.25 2.23
C -18.92 -5.38 0.85
C -19.71 -6.31 0.22
C -20.51 -7.16 0.91
C -20.51 -7.09 2.32
C -19.78 -6.11 2.98
S -21.49 -8.44 0.10
C -22.39 -7.33 -1.05
O -20.60 -9.13 -0.88
H -18.65 -3.95 3.85
H -17.74 -3.44 2.37
H -17.16 -4.74 3.41
H -18.30 -4.79 0.20
H -19.53 -6.22 -0.88
H -20.87 -7.96 2.90
H -19.65 -6.09 4.08
H -21.64 -6.79 -1.65
H -23.15 -6.74 -0.58
H -22.89 -8.11 -1.64
F -19.98 -9.86 1.70
```

Entry 5:
Here is a structure of composition C7H15Cl2NSn at a distorted geometry from the OMol25 dataset. Energies are from ωB97M-V/def2-TZVPD.

Computed properties:
Gap between HOMO and LUMO   6.439 eV
Highest occupied orbital energy   -0.247 hartree
Largest force on an atom   5.981 eV Å⁻¹
Multiplicity   1
Energy   -39864.9663 eV
Charge   0
LUMO level   -0.3 eV

```
26
C7H15Cl2NSn ωB97M-V/def2-TZVPD
Sn 0.82 -0.42 0.07
Cl 0.58 -2.80 -0.02
Cl 1.87 1.35 1.39
C 2.19 -0.12 -1.47
H 2.92 0.77 -1.53
H 2.60 -1.06 -1.95
C -0.65 0.55 -1.34
C 0.64 0.31 -2.07
H -1.24 0.83 -0.38
C 0.56 -0.59 -3.31
H 0.64 1.40 -2.30
C -0.52 -0.24 -4.34
H 1.61 -0.51 -3.70
H 0.41 -1.63 -2.95
C -1.82 -0.11 -3.56
H -0.28 0.73 -4.85
H -0.54 -1.00 -5.13
C -1.55 0.96 -2.46
H -2.69 0.19 -4.19
H -2.07 -1.07 -3.08
H -1.22 1.88 -3.02
H -2.53 1.22 -2.01
N -0.32 -0.61 1.98
H 0.42 -0.90 2.66
H -1.03 -1.33 1.90
H -0.69 0.29 2.27
```

Entry 6:
Here is a structure of composition C3H4BNO3 at a distorted geometry from the OMol25 dataset. Energies are from ωB97M-V/def2-TZVPD.

Computed properties:
Gap between HOMO and LUMO (spin up / spin down)   8.195 / 8.198 eV
Highest occupied orbital energy (spin up / spin down)   -0.299 / -0.299 hartree
Largest force on an atom   6.480 eV Å⁻¹
Multiplicity   1
Energy   -11483.6687 eV
Charge   0
LUMO level (spin up / spin down)   0.1 / 0.1 eV

```
12
C3H4BNO3 ωB97M-V/def2-TZVPD
B -1.14 0.24 1.06
C 2.07 -0.36 -1.01
C 0.99 -0.40 -1.92
C -0.11 -0.10 -0.03
N 1.80 -0.20 0.23
O -0.16 -0.24 -1.30
O -2.34 0.70 0.63
O -0.79 0.07 2.35
H 3.09 -0.46 -1.34
H 0.99 -0.53 -2.98
H -2.99 0.94 1.29
H -1.41 0.32 3.03
```

Entry 7:
Here is an isolated molecule of C2H5N2OP at a distorted geometry from the OMol25 dataset. Energies are from ωB97M-V/def2-TZVPD.

Computed properties:
Gap between HOMO and LUMO (spin up / spin down)   7.757 / 7.760 eV
Highest occupied orbital energy (spin up / spin down)   -0.296 / -0.297 hartree
Largest force on an atom   3.924 eV Å⁻¹
Multiplicity   1
Energy   -16465.5993 eV
Charge   0
LUMO level (spin up / spin down)   -0.3 / -0.3 eV

```
11
C2H5N2OP ωB97M-V/def2-TZVPD
C 1.42 -0.47 0.25
C 0.62 -1.49 0.39
N -0.18 1.29 0.55
N -1.22 0.98 -0.33
O 1.11 0.86 0.07
P -1.90 -0.53 0.15
H 2.51 -0.56 0.20
H 0.75 -2.53 0.56
H -0.05 2.31 0.60
H -1.04 1.19 -1.31
H -2.02 -1.07 -1.15
```

Entry 8:
Here is an isolated molecule of CH5NO2S at a distorted geometry from the OMol25 dataset. Energies are from ωB97M-V/def2-TZVPD.

Computed properties:
Gap between HOMO and LUMO (spin up / spin down)   9.682 / 9.681 eV
Highest occupied orbital energy (spin up / spin down)   -0.351 / -0.351 hartree
Largest force on an atom   4.771 eV Å⁻¹
Multiplicity   1
Energy   -17535.1044 eV
SMILES   CN[SH](=O)=O
Charge   0
LUMO level (spin up / spin down)   0.1 / 0.1 eV

```
10
CH5NO2S ωB97M-V/def2-TZVPD
C -1.24 -0.16 -0.01
N -0.34 0.77 0.48
O 2.63 0.79 0.01
O 1.47 -1.45 0.21
S 1.49 -0.08 -0.14
H -2.13 0.51 -0.39
H -0.78 -0.61 -0.87
H -1.59 -0.79 0.70
H -0.43 0.99 1.52
H 0.92 0.03 -1.51
```

Energy relative to the best compared isomer or geometry (same formula, charge and spin) readings, ordered: 38.38 29.83 2.96 28.57 70.58 74.14 133.47 88.53 kcal/mol